{
  "formula": "C7H17N5OS",
  "method": "the ωB97M-V functional and the def2-TZVPD basis",
  "elements": ["C", "C", "C", "C", "C", "C", "C", "N", "N", "N", "N", "N", "O", "S", "H", "H", "H", "H", "H", "H", "H", "H", "H", "H", "H", "H", "H", "H", "H", "H", "H"],
  "xyz": [[0.8541, 0.8077, -0.6915], [-1.0104, -0.3502, -1.7370], [0.7668, -0.3842, 0.2906], [1.2036, 0.9037, 2.3023], [-0.1264, -1.1631, 2.4727], [-1.2601, 0.8366, 1.4279], [0.0668, 0.1811, 1.6701], [-0.8880, -1.5005, -1.0587], [-0.0764, 0.7421, -1.7102], [-2.0222, -0.3374, -2.6022], [0.1422, -1.5366, -0.2877], [-0.0733, 1.6828, -2.7455], [1.6911, 1.7650, -0.5461], [1.8827, -2.2400, -1.8634], [1.8310, -0.5430, 0.5088], [1.6349, 1.5584, 1.6335], [1.9529, 0.1973, 2.7564], [0.7497, 1.5194, 3.1442], [-0.2526, -0.9435, 3.4891], [-1.0438, -1.7330, 2.1828], [0.8750, -1.6678, 2.5991], [-1.8221, 0.4429, 0.4716], [-1.0083, 1.9248, 1.3451], [-1.9926, 0.8152, 2.3281], [-2.6428, -1.2409, -2.5600], [-2.3581, 0.4917, -3.1973], [0.1643, -2.2784, 0.4813], [0.6120, 1.4176, -3.4193], [-0.9616, 1.5874, -3.2711], [1.6549, 2.5102, -1.2017], [1.4566, -3.4654, -2.2118]],
  "forces_ev_per_angstrom": [[-2.5, -1.4, -1.4], [-0.2, -0.9, -1.0], [0.7, 3.4, -0.3], [-1.3, 0.1, 3.5], [0.7, 0.1, -0.9], [-1.5, 1.6, -0.3], [0.5, -4.4, -0.2], [-0.6, 1.5, -1.0], [0.9, -0.7, 1.5], [-1.8, -0.2, -0.7], [0.9, -1.0, 4.0], [-1.2, 0.4, -0.1], [-0.3, -0.4, -0.5], [0.9, -0.4, -1.0], [-0.4, -0.7, 0.3], [1.3, 1.5, -1.0], [-0.7, 0.8, -0.6], [0.8, -0.6, -0.8], [-0.7, 0.8, 1.6], [1.1, 0.0, 0.0], [-1.1, -0.3, -0.9], [1.0, 0.8, 2.0], [-0.7, -0.6, -0.5], [1.4, -0.4, -1.5], [1.4, 2.4, -0.3], [0.6, -2.1, 1.5], [-0.4, 0.6, -1.7], [1.0, -0.4, -0.6], [0.8, 0.7, 0.7], [-0.3, -0.5, 0.3], [0.0, -0.1, 0.0]],
  "nbo_charge": [0.780, 0.566, -0.180, -0.644, -0.677, -0.663, 0.025, -0.224, -0.266, -0.716, -0.249, -0.601, -0.549, -0.014, 0.296, 0.213, 0.246, 0.262, 0.267, 0.235, 0.234, 0.204, 0.236, 0.291, 0.492, 0.451, 0.475, 0.396, 0.385, 0.567, 0.162],
  "spin_multiplicity": 3,
  "homo_energy_ev": [-16.07, -16.54],
  "total_charge": 2
}


{
  "formula": "C7H17NO",
  "method": "the ωB97M-V functional and the def2-TZVPD basis",
  "elements": ["C", "C", "C", "N", "H", "H", "H", "H", "H", "H", "H", "C", "O", "C", "C", "C", "H", "H", "H", "H", "H", "H", "H", "H", "H", "H"],
  "xyz": [[3.0409, -2.0139, 0.4439], [1.8962, -1.4258, 1.2153], [0.6011, -1.6394, 0.9278], [0.1160, -2.2630, -0.2056], [3.9727, -1.5057, 0.6890], [3.1846, -3.0731, 0.6718], [2.8720, -1.9361, -0.6318], [2.1366, -1.0967, 2.2158], [-0.1543, -1.3812, 1.6574], [-0.7111, -1.8226, -0.5864], [0.8031, -2.4336, -0.9257], [-2.6987, -0.0126, 0.1420], [-1.4012, 0.2395, -0.3048], [-0.6588, 1.5744, -0.0948], [-1.5201, 2.7453, -0.5477], [0.5917, 1.4332, -0.9452], [-2.7015, -0.1907, 1.2293], [-3.0131, -0.9386, -0.3498], [-3.4697, 0.7314, -0.0928], [-0.3929, 1.6979, 0.9635], [-0.9580, 3.6753, -0.4683], [-2.4130, 2.8446, 0.0658], [-1.8227, 2.5981, -1.5821], [1.2210, 0.6281, -0.5728], [1.1619, 2.3613, -0.9415], [0.3173, 1.2037, -1.9724]],
  "forces_ev_per_angstrom": [[-0.1, 0.3, -0.2], [-0.3, -0.9, 0.5], [0.7, 0.2, 0.2], [-0.1, -0.3, -0.3], [0.0, 0.0, -0.1], [-0.1, 0.0, 0.0], [0.2, 0.0, -0.1], [-0.1, 0.3, 0.1], [-0.1, 0.2, -0.1], [0.1, 0.0, 0.1], [0.0, 0.0, 0.1], [-0.2, 0.0, 0.7], [1.5, 1.9, -0.4], [-1.2, -1.2, -0.5], [0.0, -0.4, 0.2], [-0.2, -0.2, 0.2], [-0.2, 0.1, -0.1], [0.0, 0.0, 0.1], [0.3, 0.2, -0.1], [-0.2, -0.4, -0.1], [0.1, 0.0, 0.0], [-0.1, 0.0, 0.0], [0.0, 0.0, -0.1], [0.0, 0.0, 0.1], [0.0, 0.1, 0.1], [-0.1, 0.0, -0.1]],
  "nbo_charge": [-0.648, -0.322, 0.025, -0.825, 0.215, 0.212, 0.194, 0.198, 0.191, 0.394, 0.365, -0.244, -0.597, 0.122, -0.641, -0.632, 0.161, 0.186, 0.168, 0.178, 0.218, 0.211, 0.213, 0.235, 0.210, 0.211],
  "homo_energy_ev": -7.78,
  "total_charge": 0
}


Values of total energy, in order: -1023.30701 -406.85519, all in a.u..
Values of energy above the lowest of the compared OMol25 structures with the same formula, charge and spin, in order: 0.00 197.27, all in kJ/mol.